Here is a 2-piece molecular cluster, C4H12 overall in a non-equilibrium geometry from OMol25. Energies are from wB97M-V/def2-TZVPD.

```
! RIJCOSX wB97M-V def2-TZVPD def2/J DEFGRID3
* xyz 0 1
C -2.310 0.010 1.219
C -1.182 -1.031 1.340
H -1.999 0.848 0.598
H -3.109 -0.482 0.632
H -2.699 0.439 2.127
H -0.140 -0.710 1.527
H -1.185 -1.461 0.315
H -1.338 -1.749 2.125
C 1.661 0.567 -1.997
C 1.905 0.423 -0.438
H 1.666 1.628 -2.280
H 2.366 0.117 -2.678
H 0.588 0.371 -2.058
H 1.012 -0.114 -0.112
H 2.768 -0.232 -0.396
H 1.997 1.377 0.076
*
```

The energy relative to the best compared isomer or geometry (same formula, charge and spin) is 77.5 kJ/mol. The calculation puts the HOMO energy at -11.463 eV. As for the SMILES: CC.CC. The value obtained for the frontier orbital gap is 12.578 eV. The electronic energy is -4341.7247 eV.